1.
ORCA calculation (ωB97M-V with the def2-TZVPD basis set) on a structure of composition C30H35N6O2SSc at a distorted geometry.

```
75
Properties=species:S:1:pos:R:3
Sc -0.15302 0.09345 -0.39487
C 3.01093 0.02660 -3.57797
C 3.26118 1.13332 -2.60747
C 3.91554 2.26639 -3.05124
C 4.25655 3.32441 -2.17650
C 4.06000 3.13354 -0.81447
C 3.35140 1.99953 -0.31934
C 3.31204 1.65714 1.10349
C 2.86526 1.07417 -1.21909
N 2.07450 -0.03088 -0.78281
C 2.58875 -1.33050 -0.90538
O 3.77793 -1.57549 -0.97154
C 1.56886 -2.40102 -0.84168
C 1.97684 -3.74681 -0.90865
C 0.96221 -4.72222 -1.00987
C -0.39612 -4.27933 -0.92340
C -0.69062 -2.91981 -0.82229
N 0.28131 -2.00666 -0.80165
C -2.07254 -2.32407 -0.72840
O -3.04259 -3.07336 -0.85193
N -2.10728 -0.96261 -0.51588
C -3.38385 -0.35711 -0.38901
C -3.83961 0.11693 0.89356
C -3.04033 -0.23588 2.08706
C -4.99742 0.85735 0.93993
C -5.82854 1.02895 -0.16083
C -5.33927 0.68292 -1.40685
C -4.20060 -0.13331 -1.52944
C -4.08137 -0.95228 -2.72621
H 3.59423 0.15886 -4.54105
H 1.91943 -0.08514 -3.78414
H 3.26382 -0.97531 -3.19214
H 4.18133 2.33491 -4.16228
H 4.66391 4.29166 -2.49629
H 4.35550 3.90147 -0.12341
H 4.25695 1.89821 1.62275
H 3.08354 0.57074 1.18627
H 2.42851 2.13557 1.61957
H 3.03604 -4.01630 -0.94885
H 1.17115 -5.74401 -1.06527
H -1.23433 -4.97142 -1.03289
H -3.06800 -1.34044 2.08194
H -3.50879 0.18759 2.96171
H -1.95805 0.06027 2.04123
H -5.17545 1.23183 1.90479
H -6.87538 1.36170 -0.00152
H -5.88283 1.02501 -2.26377
H -5.14653 -1.04034 -3.11920
H -3.61059 -2.04028 -2.62272
H -3.44236 -0.40562 -3.52014
N -1.08858 2.20745 -0.56285
N 0.03636 2.52427 -1.42347
C -0.03473 2.16033 -2.75583
N 0.52189 2.99651 -3.68608
S -0.83740 0.72317 -3.12065
H -2.00489 2.47580 -1.01704
H -1.09769 2.65889 0.37632
H 0.53333 3.36370 -1.13687
H 1.03468 3.82611 -3.43877
H 0.25897 2.81702 -4.62858
C 1.85239 -0.03828 4.89158
C 0.51432 -0.54966 4.30928
C 0.62824 -2.03588 3.94959
C -0.61602 -0.40706 5.25644
C 0.36213 0.07842 2.93408
C 0.11541 0.38807 1.73862
H 2.11824 -0.41553 5.89529
H 1.79588 1.02079 5.00425
H 2.73353 -0.21970 4.24332
H 1.08284 -2.59140 4.78949
H 1.27137 -2.25085 3.11641
H -0.33899 -2.48794 3.70773
H -0.51562 -0.91837 6.21589
H -1.51100 -0.84814 4.82373
H -0.95689 0.63996 5.38623
```

Frontier orbital gap, eV: 7.6
E_LUMO, eV: -0.35

These are the Mulliken partial charges, in e, on atoms 1 to 5:
1 Sc -0.591
2 C -1.110
3 C 1.249
4 C -0.911
5 C -0.864

---

2.
ORCA calculation (ωB97M-V with the def2-TZVPD basis set) on a structure of composition C30H36BaGe2N2O2 at a distorted geometry.

```
73
Properties=species:S:1:pos:R:3
Ba -1.06692 0.82645 0.22982
O -3.26506 -0.15917 0.43364
C -4.50490 -0.01873 0.04850
C -5.38735 -1.11730 0.13282
C -6.70434 -1.02608 -0.26011
C -7.21597 0.17196 -0.75592
C -6.37433 1.25950 -0.84470
C -5.02440 1.20350 -0.46320
C -4.27331 2.43964 -0.62380
N -3.01630 2.62143 -0.43591
N -2.62562 3.94252 -0.67195
C -1.34540 4.11879 -0.50608
O -0.46969 3.22864 -0.17229
C -0.83400 5.51155 -0.72645
C -1.68862 6.54270 -1.11100
C -1.19855 7.82324 -1.31410
C 0.15288 8.09067 -1.13482
C 1.00837 7.06829 -0.75148
C 0.51713 5.78672 -0.54953
H -4.98445 -2.04215 0.52752
H -7.34628 -1.89549 -0.17815
H -8.25024 0.24974 -1.06215
H -6.75829 2.19997 -1.22509
H -4.86204 3.29900 -0.94934
H -2.73877 6.32733 -1.24793
H -1.87355 8.61502 -1.61352
H 0.53608 9.09088 -1.29324
H 2.06316 7.26871 -0.60929
H 1.17647 4.98272 -0.25165
C 3.66930 1.06739 -1.80838
C 2.24466 0.97260 -1.25698
Ge 2.14268 -0.05242 0.42605
C 2.07950 1.21215 1.93481
C 3.47258 1.66468 2.38256
C 3.33463 -1.60203 0.50763
C 2.56329 -2.70985 0.45676
Ge 0.70386 -2.03207 0.43364
C -0.36309 -2.41259 2.04607
C -0.43590 -3.89051 2.43713
C -0.40903 -2.29466 -1.17637
C -0.52693 -3.73447 -1.68276
C 3.05200 -4.10479 0.46390
C 4.40532 -4.41999 0.62207
C 4.83271 -5.73518 0.62485
C 3.91855 -6.77116 0.47004
C 2.57435 -6.47712 0.31602
C 2.15004 -5.15572 0.31618
H 3.69840 1.62823 -2.74338
H 4.08594 0.07712 -2.00021
H 4.33448 1.57181 -1.10464
H 1.59778 0.49044 -1.99687
H 1.84138 1.97309 -1.07369
H 1.54918 0.74529 2.76869
H 1.50594 2.08505 1.60305
H 4.07069 0.81503 2.71607
H 3.41835 2.37804 3.20580
H 4.01245 2.15022 1.56734
H 4.41980 -1.64763 0.55074
H -1.37616 -2.03586 1.86130
H 0.04923 -1.83452 2.87711
H -0.90096 -4.48976 1.65175
H -1.03144 -4.02609 3.34112
H 0.55522 -4.30438 2.62695
H -0.00429 -1.66352 -1.97399
H -1.41626 -1.92733 -0.93969
H 0.44575 -4.13831 -1.96551
H -1.17750 -3.79093 -2.55650
H -0.95270 -4.39037 -0.92093
H 5.13226 -3.62877 0.74934
H 5.88478 -5.95615 0.75068
H 4.25628 -7.79916 0.47290
H 1.85228 -7.27471 0.19780
H 1.09488 -4.94118 0.20097
```

ΔE to the lowest compared entry with this formula, charge and spin, eV: 0.208
Frontier orbital gap, eV: 6.9
E_LUMO, eV: -0.02

These are the Mulliken partial charges, in e, on atoms 1 to 5:
1 Ba 1.855
2 O -0.653
3 C 0.252
4 C -0.544
5 C -0.379

---

3.
ORCA calculation (ωB97M-V with the def2-TZVPD basis set) on a structure of composition C30H36Br2ClIN5O6P2Rb.

```
84
Properties=species:S:1:pos:R:3
Rb -0.07738 -1.18970 -0.00394
C 2.45295 3.64907 -1.66257
N 0.99690 3.75124 -1.55704
C 0.43903 4.77725 -2.41729
P 0.22421 2.28240 -1.41030
O 0.86658 1.40699 -0.42756
O -1.24281 2.84442 -0.98468
P -2.36570 1.83634 -0.36873
O -2.30260 0.47300 -0.91152
N -3.77155 2.57885 -0.83858
C -4.80485 1.86976 -1.56438
C -4.13428 3.86658 -0.29183
N -2.13829 2.02554 1.23210
C -1.37989 3.06486 1.90623
C -2.90091 1.13873 2.10844
N 0.00741 1.56374 -2.87465
C -1.09223 1.95048 -3.74237
C 0.44994 0.17578 -3.08817
H 2.89667 4.60012 -1.36008
H 2.77557 3.42001 -2.68696
H 2.82004 2.87486 -0.99467
H 0.90794 5.73299 -2.17070
H -0.63341 4.86956 -2.25157
H 0.62260 4.57497 -3.48245
H -4.42527 0.89984 -1.87663
H -5.11641 2.43727 -2.44902
H -5.68901 1.70615 -0.93656
H -3.28324 4.31726 0.21727
H -4.95895 3.78387 0.42710
H -4.44737 4.54749 -1.09073
H -0.69721 3.55604 1.21853
H -0.79344 2.61322 2.70652
H -2.05036 3.81737 2.34490
H -3.34279 0.32783 1.52890
H -3.69627 1.68976 2.62523
H -2.22737 0.68457 2.83941
H -1.37931 2.98848 -3.58090
H -1.96956 1.31830 -3.56234
H -0.78886 1.83573 -4.78620
H 1.31747 -0.08105 -2.48348
H 0.72432 0.07624 -4.14145
H -0.36417 -0.53188 -2.89272
Cl -1.32283 -8.71737 -1.82804
C -1.55070 -6.98111 -1.62188
C -2.82208 -6.47915 -1.57504
C -3.03791 -5.11202 -1.41723
I -4.99877 -4.36902 -1.37565
C -2.00094 -4.14606 -1.29211
O -2.17244 -2.91861 -1.16888
C -0.64308 -4.73479 -1.35488
N 0.37695 -3.85273 -1.26680
C 1.61632 -4.28649 -1.32983
C 1.92876 -5.64919 -1.48151
C 0.91645 -6.56105 -1.57520
C -0.42647 -6.12575 -1.51856
H -3.66400 -7.15347 -1.66309
H 2.41597 -3.55190 -1.26855
H 2.96790 -5.95050 -1.51982
H 1.12639 -7.61648 -1.69222
Br 0.14816 0.46086 7.72505
C 0.11021 -0.06383 5.86884
C -0.33914 -1.32709 5.53203
C -0.37031 -1.67683 4.17846
C 0.01854 -0.83458 3.11562
C 0.48345 0.41809 3.56889
C 0.53933 0.82779 4.90478
H -0.65972 -2.02014 6.30187
H -0.73676 -2.67972 3.95719
H 0.86324 1.13397 2.83656
H 0.91812 1.80580 5.18110
Br 3.32979 2.92401 2.23465
C 4.20010 1.27234 1.81050
C 5.24674 0.85598 2.61514
C 5.87581 -0.34253 2.30391
C 5.45893 -1.09134 1.21099
C 4.40893 -0.65429 0.41394
C 3.76762 0.54037 0.72267
C 3.94557 -1.48543 -0.80300
O 4.51929 -2.57849 -0.96209
O 3.03542 -0.97353 -1.50307
H 5.55288 1.44558 3.46898
H 6.68976 -0.69104 2.92945
H 5.92629 -2.03313 0.95354
H 2.93010 0.84854 0.11870
```

Frontier orbital gap, eV: 5.1
Charge: -2
E_LUMO, eV: 3.38

These are the Mulliken partial charges, in e, on atoms 1 to 5:
1 Rb 1.023
2 C -0.758
3 N 0.298
4 C -1.084
5 P -0.910

---

> Which formula does entry 1 have?

C30H35N6O2SSc

---

> What is the formula in the second record?

C30H36BaGe2N2O2

---

> Which of these has the highest E_LUMO?

C30H36Br2ClIN5O6P2Rb